Formula: C26H76NaO14
Source: the Open Molecules 2025 dataset
Level of theory: wB97M-V/def2-TZVPD

Summary:
Total charge: -1
LUMO energy: 1.96 eV
Maximum force: 0.0901 hartree/bohr
HOMO energy: -5.21 eV

The geometry in XYZ format:
```
117
Properties=species:S:1:pos:R:3:mulliken_charge:R:1
Na 0.50 -1.20 -0.08 0.42
O 2.24 -0.59 -1.87 -0.57
C 3.30 -1.41 -1.62 0.04
C 4.35 -0.75 -0.66 -1.05
O 3.77 -0.03 0.44 -0.55
H 3.83 -1.77 -2.58 0.33
H 2.92 -2.37 -1.08 0.01
H 4.97 -0.14 -1.14 0.68
H 5.06 -1.49 -0.24 0.20
C 1.59 -3.15 2.98 -0.78
C 2.46 -1.97 2.44 -0.23
O 1.82 -1.31 1.42 -0.56
H 2.12 -3.66 3.86 0.34
H 1.42 -3.79 2.15 0.40
H 0.61 -2.67 3.32 -0.37
H 3.35 -2.53 2.10 0.04
H 2.68 -1.32 3.26 0.29
H 2.95 -0.44 0.80 0.19
C 0.48 -5.25 -4.74 -0.71
C 1.23 -4.01 -5.15 -0.06
O 1.72 -3.32 -4.05 -0.43
H -0.03 -5.64 -5.63 0.34
H -0.22 -5.01 -3.96 -0.09
H 1.19 -6.01 -4.45 0.29
H 0.43 -3.29 -5.68 -0.01
H 2.02 -4.26 -5.80 0.40
H 0.95 -2.86 -3.69 0.08
C -0.26 -0.67 -4.97 -1.41
C -0.94 -1.23 -3.72 0.95
O -0.15 -1.91 -2.82 -0.12
H 0.66 -0.06 -4.63 0.14
H -0.96 0.01 -5.48 0.46
H 0.12 -1.46 -5.68 0.27
H -1.83 -1.80 -4.11 0.09
H -1.37 -0.32 -3.36 -0.74
H 1.58 -1.04 -2.46 0.21
C 1.90 2.27 1.80 0.29
C 0.69 1.61 2.32 -0.45
O -0.04 0.93 1.28 0.69
H 1.61 2.81 0.90 -0.55
H 2.77 1.58 1.59 -0.10
H 2.19 2.90 2.68 0.38
H -0.04 2.33 2.82 0.35
H 0.87 0.80 3.00 0.01
H -0.57 1.55 0.76 -0.32
C 2.96 5.88 -0.45 -1.13
C 1.86 5.97 0.62 0.84
O 1.24 7.26 0.47 -0.57
H 2.71 5.99 -1.49 0.30
H 3.43 4.91 -0.36 0.32
H 3.71 6.66 -0.22 0.31
H 2.24 5.93 1.64 0.26
H 1.14 5.16 0.59 -0.59
H 0.40 7.10 0.02 0.34
C -0.18 3.69 -1.20 -0.28
C -1.33 2.88 -1.80 -0.58
O -1.86 2.04 -0.79 0.18
H -0.50 4.35 -0.36 -0.27
H 0.22 4.30 -1.95 0.47
H 0.57 2.92 -0.89 0.01
H -0.88 2.36 -2.62 0.41
H -2.17 3.51 -2.19 0.27
H -2.36 1.27 -1.13 0.13
C -0.83 -1.59 5.81 -1.29
C -1.45 -1.79 4.41 0.26
O -2.93 -1.74 4.47 -0.55
H -1.16 -2.41 6.45 0.44
H -1.09 -0.65 6.32 0.34
H 0.25 -1.57 5.63 0.30
H -1.13 -2.77 4.10 0.29
H -1.25 -1.01 3.70 -0.03
H -3.19 -2.16 5.26 0.23
C 7.59 -1.98 2.67 -0.95
C 6.73 -0.75 3.20 -0.17
O 6.28 0.15 2.20 -0.51
H 8.43 -1.61 2.00 0.24
H 7.03 -2.74 2.10 0.26
H 7.98 -2.46 3.59 0.35
H 7.33 -0.10 3.84 0.32
H 5.87 -1.23 3.74 0.19
H 5.44 -0.25 1.85 0.27
C -4.54 0.28 1.78 -0.92
C -4.78 -1.15 1.34 0.17
O -3.75 -2.02 1.92 -0.52
H -5.31 0.95 1.40 0.41
H -3.58 0.62 1.34 -0.01
H -4.48 0.30 2.87 0.42
H -4.74 -1.20 0.22 -0.14
H -5.79 -1.45 1.75 0.29
H -3.71 -1.86 2.87 0.33
C -2.51 -3.82 -1.75 -0.79
C -1.43 -3.56 -0.73 0.08
O -1.55 -2.26 -0.15 0.57
H -3.47 -3.90 -1.28 0.37
H -2.24 -4.56 -2.48 0.38
H -2.67 -2.91 -2.22 -0.41
H -0.53 -3.54 -1.27 -0.19
H -1.35 -4.30 0.08 0.49
H -2.08 -2.35 0.68 -0.21
C -4.15 5.52 0.61 -1.48
C -2.91 5.01 1.31 0.69
O -1.87 5.95 1.15 -0.50
H -3.88 5.84 -0.41 0.32
H -4.54 6.36 1.12 0.42
H -4.91 4.76 0.55 0.34
H -2.63 4.03 0.92 -0.30
H -3.14 4.80 2.38 0.27
H -1.12 5.62 1.60 0.25
C -4.35 -0.30 -3.74 -1.20
C -4.34 -0.73 -2.29 -0.33
O -3.20 -0.23 -1.59 -0.22
H -4.49 -1.15 -4.47 0.30
H -3.47 0.29 -3.99 0.12
H -5.26 0.35 -3.89 0.33
H -4.40 -1.75 -2.10 0.30
H -5.24 -0.22 -1.78 0.38
H -2.59 -0.98 -1.30 -0.20
```